(1)
31
Properties=species:S:1:pos:R:3:forces:R:3 method="wB97M-V/def2-TZVPD" gap_ev=10.843 lumo_energy_ev=0.7 homo_energy_ev=-10.19 smiles="CCOCCOCCOCN(F)S(=O)(=O)F" e_above_lowest_kcal_mol=41.2
C 2.9326 -1.4071 -0.1668 -0.043 0.019 -0.086
C 3.3758 0.0599 -0.1647 0.015 -0.037 -0.030
O 2.5236 0.8870 0.6127 0.041 0.135 -0.056
C 1.3118 1.1942 -0.0340 -0.018 -0.140 0.021
C 0.5593 2.1622 0.8718 0.096 0.159 0.001
O -0.8464 2.1690 0.7077 0.052 -0.308 -0.053
C -1.3190 2.4043 -0.6039 0.047 0.226 -0.015
C -1.8202 1.1344 -1.2877 0.039 0.006 -0.059
O -2.5662 0.3187 -0.4040 -0.190 0.043 0.039
C -1.8373 -0.6152 0.3012 0.092 -0.112 0.094
N -2.7958 -1.6951 0.6894 -0.159 0.143 -0.087
F -3.6317 -1.9454 -0.4050 0.083 -0.135 -0.027
S -2.1037 -3.2238 1.0139 0.323 0.393 0.147
O -1.9718 -3.9871 -0.1646 -0.006 -0.092 -0.113
O -2.6497 -3.7156 2.2140 -0.196 -0.171 0.072
F -0.6667 -2.7019 1.3883 -0.084 0.019 -0.002
H 2.5326 -1.7190 -1.1322 -0.030 0.005 0.023
H 3.7592 -2.0730 0.0782 -0.009 0.010 -0.008
H 2.1536 -1.5522 0.5836 0.056 -0.020 0.042
H 4.3683 0.1714 0.2697 -0.048 -0.022 0.063
H 3.4220 0.4527 -1.1881 0.039 0.002 0.023
H 0.7086 0.2895 -0.1928 0.070 0.037 0.061
H 1.5244 1.6290 -1.0211 -0.071 -0.002 -0.006
H 0.9573 3.1771 0.7501 0.010 -0.034 -0.029
H 0.7472 1.8553 1.9001 -0.058 0.011 0.010
H -0.5364 2.8648 -1.2185 -0.095 0.042 -0.068
H -2.1446 3.1154 -0.5315 0.002 -0.039 0.107
H -1.0006 0.5663 -1.7432 -0.014 -0.067 0.110
H -2.5122 1.4112 -2.0851 0.073 0.032 -0.034
H -1.0005 -1.0080 -0.2900 -0.116 -0.002 -0.118
H -1.4736 -0.2187 1.2523 0.097 -0.102 -0.021

***

(2)
34
Properties=species:S:1:pos:R:3:forces:R:3 method="wB97M-V/def2-TZVPD" gap_ev=8.932 lumo_energy_ev=-4.7 homo_energy_ev=-13.65 total_charge=+1
C 1.0144 -1.9343 -2.0108 0.150 0.693 -0.031
C 0.7722 -0.7887 -1.0058 -0.541 -0.206 0.775
C 0.0576 -1.2674 0.2906 -0.109 -0.201 -1.643
O 0.0497 -0.1438 1.1942 0.002 0.016 -0.345
N 0.7012 -0.4100 2.4064 0.913 0.266 1.378
C 2.1089 -0.5453 2.1957 -0.335 -0.557 -0.031
N 2.6033 -1.7806 2.3233 -1.259 -0.690 -1.402
N 2.8928 0.4568 1.9021 -0.655 0.496 -0.193
C 4.3285 0.3628 1.7277 0.368 1.308 0.049
F 4.8906 0.1987 2.8976 0.320 -0.693 0.479
F 4.7488 1.5082 1.2347 -0.201 0.715 -0.193
F 4.6716 -0.5682 0.8754 -0.117 -1.041 -0.102
H 0.2416 -2.7137 -1.9676 0.287 0.158 0.184
H 2.0203 -2.3398 -1.8371 -0.395 -0.269 -0.174
H 0.9760 -1.5301 -3.0316 0.161 -0.180 0.279
H 0.1070 -0.0204 -1.4246 0.328 -0.177 -0.011
H 1.6987 -0.2772 -0.6873 -0.122 -0.235 -0.414
H -0.9742 -1.5218 0.0066 0.154 0.203 0.510
H 0.4952 -2.1886 0.6999 0.046 0.436 0.237
H 0.5579 0.4245 2.9787 -0.445 -0.132 -0.155
H 1.8244 -2.4164 2.5043 0.213 0.096 0.433
H 3.0307 -2.1183 1.4560 0.997 0.100 0.562
H 2.4740 1.3825 1.8293 0.221 -0.123 -0.210
C -4.8075 2.0847 -1.3902 -0.221 0.279 0.462
C -3.4478 2.7474 -1.3144 -0.038 0.240 -0.551
O -2.5839 1.7374 -0.7715 -0.313 -0.373 0.202
S -3.0866 0.2922 -1.2660 -0.571 0.690 -0.167
O -2.3068 -0.0945 -2.3883 0.078 -0.329 0.156
O -3.2368 -0.5423 -0.1274 0.353 -0.133 -0.048
O -4.5358 0.7332 -1.7855 0.587 -0.007 -0.070
H -5.2956 2.0635 -0.4138 0.005 0.019 -0.023
H -5.4631 2.5662 -2.1113 0.035 -0.231 -0.132
H -3.4485 3.6311 -0.6818 0.144 -0.162 0.170
H -3.0785 3.0119 -2.3076 -0.039 0.025 0.017

***

(3)
25
Properties=species:S:1:pos:R:3:forces:R:3 method="wB97M-V/def2-TZVPD" gap_ev="7.528 / 7.777" lumo_energy_ev="0.1 / 0.3" homo_energy_ev="-7.41 / -7.47" e_above_lowest_kcal_mol=70.9
C -0.2836 -2.3918 -1.2949 1.874 2.490 -0.004
C 0.1064 -1.2711 -0.6958 -3.107 -1.859 -0.755
C 2.6471 -2.4331 0.0789 0.523 0.792 -0.431
C -2.3724 3.1096 0.8603 -0.951 1.233 -0.721
C 1.1706 -0.3670 -0.5809 0.937 0.877 1.352
C 2.3022 -0.9171 0.2284 2.075 -1.983 -0.892
C -1.4000 2.2563 -0.0078 -2.567 -0.751 1.164
N -1.1721 1.0250 0.7871 0.069 0.958 -2.963
N -1.6742 -0.1787 0.6141 1.838 -0.981 0.671
I -3.2562 -0.4471 -0.5545 -1.133 0.036 -0.865
H -1.1214 -2.9872 -1.1800 -1.885 -0.603 0.840
H 0.2915 -2.7288 -2.1322 0.789 -0.295 -0.524
H 1.6936 -2.9164 -0.0042 -0.204 -0.811 0.592
H 3.2385 -2.6952 0.9746 -0.450 -0.323 -0.492
H 3.2010 -2.7643 -0.8231 -0.078 0.613 0.358
H -2.0686 3.1245 1.9061 0.429 0.044 0.000
H -2.4402 4.1755 0.5302 0.419 -0.695 0.131
H -3.4436 2.8298 0.9217 0.661 -0.581 -0.490
H 0.8786 0.5538 -0.0881 -0.717 0.339 0.595
H 1.6681 0.0725 -1.3859 0.104 0.106 -2.585
H 3.2002 -0.3488 0.0477 0.335 0.426 -0.188
H 2.1538 -0.8563 1.2438 -0.821 0.554 2.442
H -1.7363 2.0422 -1.0215 -0.358 -0.230 0.223
H -0.5240 2.8053 -0.1274 1.856 0.729 0.041
H -1.0591 1.3082 1.7032 0.363 -0.085 2.501

***

(4)
23
Properties=species:S:1:pos:R:3:forces:R:3 method="wB97M-V/def2-TZVPD" gap_ev=8.859 lumo_energy_ev=1.0 homo_energy_ev=-7.88 e_above_lowest_kcal_mol=65.6
C -2.5643 1.1118 -1.0651 -0.050 -0.092 -0.128
C -1.0726 1.3373 -0.9783 1.083 -2.667 0.941
C -0.1727 -0.1616 -0.2707 -4.072 4.583 -2.929
C -0.8722 -1.4447 -0.4621 -0.309 -0.757 0.284
C 0.9488 0.2489 0.1838 3.947 -4.090 2.987
C 1.6580 1.5472 0.2783 -0.204 0.180 -0.245
C 1.9399 -1.1502 0.9223 -0.953 2.664 -1.044
N 1.4080 -2.0189 1.9236 -0.396 -0.069 -0.103
H -3.0869 1.9862 -1.4686 0.073 -0.038 0.106
H -2.8022 0.2790 -1.7279 -0.039 0.004 -0.024
H -2.9841 0.8776 -0.0850 -0.044 0.073 -0.004
H -0.8481 2.1995 -0.3520 0.159 -0.214 0.143
H -0.6210 1.4974 -1.9587 -0.016 -0.045 0.022
H -0.2494 -2.1936 -0.9478 0.270 -0.133 0.168
H -1.7731 -1.4061 -1.0737 0.153 0.512 -0.177
H -1.2573 -1.8490 0.4761 0.278 -0.120 0.169
H 1.1616 2.2144 0.9856 0.050 0.087 -0.012
H 2.6874 1.4048 0.6063 -0.040 -0.015 0.050
H 1.6997 2.0405 -0.6933 -0.073 0.136 0.000
H 2.2766 -1.7130 0.0545 0.076 -0.048 0.064
H 2.7687 -0.6068 1.3741 0.181 -0.021 -0.229
H 1.0192 -1.5139 2.7108 -0.047 -0.116 -0.134
H 0.7360 -2.6868 1.5679 -0.028 0.186 0.094

***

(5)
24
Properties=species:S:1:pos:R:3:forces:R:3 method="wB97M-V/def2-TZVPD" gap_ev="6.893 / 6.891" lumo_energy_ev="-4.6 / -4.6" homo_energy_ev="-11.51 / -11.51" smiles="CC(C)=C(N)C=[N+](C)C" e_above_lowest_kcal_mol=58.2 total_charge=+1
C -1.4762 -0.3514 2.1261 -0.207 -2.277 -0.144
C -0.5450 0.6366 1.6870 2.929 -1.682 -3.685
C -0.2908 1.7980 2.5757 -0.866 0.598 -0.504
C 0.1787 0.3854 0.4789 -1.859 0.998 0.707
N 0.7076 1.5435 -0.0623 0.317 0.526 -0.426
C 0.1996 -0.8257 -0.4439 -0.385 1.060 4.965
N 0.3757 -0.8562 -1.7015 -0.199 -3.462 1.016
C -0.0696 0.1040 -2.5981 0.790 2.701 -2.555
C 0.6239 -2.2825 -2.1713 1.168 0.762 0.470
H -1.6654 -1.1742 1.3497 -0.061 1.307 1.350
H -2.3392 0.2372 2.3785 -1.038 -0.499 0.252
H -1.0273 -0.7834 3.0276 -0.640 -0.227 0.295
H -1.1328 1.8337 3.2893 0.561 0.247 -0.150
H -0.2393 2.7821 2.0384 0.046 -0.860 0.558
H 0.6301 1.5838 3.1120 0.212 0.326 0.156
H 0.9838 2.3283 0.4998 -0.082 -0.251 0.185
H 1.2017 1.4682 -0.9001 1.163 0.008 -0.989
H 0.2460 -1.8376 0.0310 -0.136 1.224 -0.029
H -0.9611 -0.1555 -3.1385 -0.557 -0.736 -0.010
H -0.2874 1.1199 -2.1953 0.465 -0.989 0.124
H 0.7285 0.1515 -3.3550 -0.390 0.560 -0.077
H -0.2545 -2.8442 -2.2169 -1.942 -0.438 -0.008
H 0.9809 -2.2360 -3.1701 0.805 -0.028 -0.704
H 1.2689 -2.8724 -1.4697 -0.095 1.131 -0.798

***

(6)
24
Properties=species:S:1:pos:R:3:forces:R:3 method="wB97M-V/def2-TZVPD" gap_ev=10.090 lumo_energy_ev=-4.2 homo_energy_ev=-14.25 smiles="C=[NH+]C/C=N/[C@@H](C)CC" e_above_lowest_kcal_mol=79.3 total_charge=+1
C -2.2199 -0.9878 0.3735 0.321 1.997 -2.870
N -2.8230 0.2436 0.1642 -1.017 -3.366 3.376
C -2.2514 1.0562 -0.7748 -0.474 1.174 -4.741
C -0.7456 0.8802 -0.6769 0.599 2.458 0.771
N -0.2794 -0.0354 0.0020 -3.512 -0.197 -0.071
C 0.9570 -0.5880 0.2850 1.451 -2.448 -0.003
C 0.7940 -2.0672 -0.3260 1.642 2.579 -2.267
C 2.2450 0.2146 0.0192 -2.439 0.985 1.820
C 2.1633 1.5413 0.7739 3.815 -2.789 3.646
H -2.1052 -1.4569 1.3196 -0.585 -0.024 0.886
H -2.1382 -1.6875 -0.5238 0.150 1.301 1.205
H -3.3129 0.6888 0.9540 0.802 -0.370 -0.390
H -2.7711 2.0970 -0.9276 1.514 -1.842 0.865
H -2.3712 0.6076 -1.8326 -0.283 0.460 1.124
H -0.1551 1.6926 -1.0638 0.356 0.087 -0.615
H 0.8873 -0.7850 1.3430 0.476 0.270 0.669
H 1.6787 -2.2987 -0.9868 -0.822 -0.159 1.072
H -0.0322 -1.9155 -1.0090 -0.076 -0.679 -0.351
H 0.5368 -2.7899 0.3880 0.034 -1.033 0.974
H 3.0119 -0.3992 0.3230 1.872 -1.315 1.196
H 2.5162 0.4501 -0.9363 -0.085 0.231 -3.160
H 1.3299 2.0122 0.5514 -3.908 2.586 -1.308
H 2.0593 1.3206 1.9117 0.374 0.416 -1.729
H 3.0259 2.2066 0.6491 -0.204 -0.319 -0.098

***

(7)
24
Properties=species:S:1:pos:R:3:forces:R:3 method="wB97M-V/def2-TZVPD" gap_ev=9.614 lumo_energy_ev=-3.0 homo_energy_ev=-12.65 e_above_lowest_kcal_mol=94.8 total_charge=+1
C 2.6360 0.8887 0.4150 -0.974 -1.517 -1.619
C 3.0625 -0.2333 -0.2292 1.921 3.208 1.822
C 1.0984 0.9335 0.5554 2.032 -0.455 -2.901
C 2.0362 -1.1971 -0.5596 -3.615 3.025 -0.118
C 0.6498 -0.5663 0.2608 -0.552 2.939 -0.583
C -1.2394 -0.3171 0.0221 3.964 -1.957 -0.122
C -1.5633 -0.0831 -1.4528 2.233 -3.054 -0.527
N -1.9946 -1.3464 0.6236 -1.433 -1.456 -2.772
N -1.6079 1.0047 0.7306 4.451 -0.526 1.109
H 3.1553 1.7628 0.7533 0.707 -0.022 -0.028
H 4.1670 -0.4008 -0.4240 -1.586 0.014 0.146
H 0.9945 1.2976 1.5109 -0.894 0.317 2.815
H 0.6910 1.8219 -0.0748 0.635 -1.587 0.098
H 1.9121 -1.2185 -1.6028 -0.455 -0.200 -1.542
H 2.3213 -2.1132 -0.2496 0.235 -3.285 1.251
H 0.7369 -1.0279 1.2087 -0.399 -0.751 1.047
H -1.6552 -1.0829 -2.0860 0.749 1.957 1.504
H -0.8206 0.5782 -1.9055 -0.354 -0.021 -0.115
H -2.5233 0.2628 -1.4824 -2.708 1.480 -0.493
H -1.4852 -2.0130 1.2007 -0.041 0.286 -0.260
H -2.4334 -1.8628 -0.2361 0.813 0.708 2.721
H -0.6719 1.5489 0.8085 -1.920 -0.477 -0.753
H -1.8357 0.9009 1.7287 -1.135 -0.214 -0.776
H -2.2070 1.3578 0.0347 -1.673 1.586 0.097

***

(8)
27
Properties=species:S:1:pos:R:3:forces:R:3 method="wB97M-V/def2-TZVPD" gap_ev=9.925 lumo_energy_ev=-3.5 homo_energy_ev=-13.44 smiles="CCN[C@@H]1OC[NH2+][C@@H]1CC(=O)O" e_above_lowest_kcal_mol=0.0 total_charge=+1
C 2.9797 1.2313 -1.1130 -0.113 -0.031 0.129
C 2.7653 -0.2728 -0.9666 0.061 0.209 0.030
N 1.3258 -0.6211 -0.9949 0.050 -0.541 0.173
C 0.6363 -0.3829 0.2084 0.529 0.636 0.263
O 0.3567 -1.5342 1.0318 -0.097 0.128 0.106
C -0.4806 -1.1019 2.0534 -0.222 -0.574 0.079
N -1.1031 0.2266 1.5734 0.030 -0.223 0.049
C -0.7466 0.2591 0.1007 -0.492 -0.264 -0.080
C -1.8052 -0.5498 -0.6455 -0.013 -0.375 -0.234
C -3.0046 0.3069 -0.9943 -0.319 0.021 -0.477
O -3.3399 0.5922 -2.0971 0.206 0.026 0.362
O -3.7244 0.7096 0.1302 0.864 -0.046 0.560
H 2.3062 1.6423 -1.8687 0.105 -0.066 0.002
H 2.7973 1.7522 -0.1663 0.002 0.008 -0.129
H 4.0065 1.4503 -1.4093 -0.053 -0.030 0.069
H 3.2229 -0.6304 -0.0350 0.074 -0.039 -0.146
H 3.2464 -0.7940 -1.7963 -0.164 0.000 0.084
H 1.2252 -1.5869 -1.2867 -0.270 0.072 -0.090
H 1.2426 0.2953 0.8363 0.028 0.080 -0.273
H -1.2892 -1.8244 2.1850 0.019 0.106 -0.018
H -0.0052 -0.9484 3.0261 0.239 0.240 -0.245
H -0.6987 1.0255 2.0601 -0.031 -0.051 0.094
H -2.1112 0.1954 1.7496 -0.053 0.276 -0.257
H -0.6914 1.2763 -0.2893 0.094 0.048 0.324
H -1.4040 -0.9735 -1.5694 0.079 0.232 0.103
H -2.1378 -1.3918 -0.0276 0.013 0.064 -0.093
H -3.5691 1.6493 0.3051 -0.565 0.093 -0.384

***

M across the listed records, respectively: 263.26, 310.27, 254.12, 113.20, 127.21, 127.21, 127.21, 175.21 g/mol.
Max |F| across the listed records, respectively: 0.53, 2.01, 3.70, 6.79, 5.09, 5.97, 4.72, 1.03 eV/A.